No. 1
{"formula": "C5H8N2O", "method": "ωB97M-V/def2-TZVPD", "lumo_energy_ev": -0.4, "de_lowest_ev": 10.641, "orbital_gap_ev": 8.5, "homo_ev": -8.879, "smiles": "C1=N\\N=C/COCC/1", "elements": ["C", "N", "N", "C", "C", "O", "C", "C", "H", "H", "H", "H", "H", "H", "H", "H"], "positions_angstrom": [[-0.5248, -1.9595, -0.5517], [0.5538, -1.5826, -1.1687], [1.3656, -0.4004, -1.1816], [1.1230, 0.8714, -0.7190], [0.6789, 1.9642, 0.4189], [-0.6435, 1.4975, 0.7774], [-0.5837, 0.1373, 0.3674], [-1.5632, -1.0278, 0.4031], [-0.4855, -3.1969, -0.3891], [2.0125, 1.6323, -1.1782], [0.7896, 3.1009, 0.1835], [1.5826, 1.7340, 1.2393], [-0.3197, 0.1535, -0.7546], [0.1594, -0.1584, 1.2068], [-2.7059, -0.9912, 0.2331], [-1.4391, -1.7743, 1.1134]], "mulliken_charge": [-0.013, -0.330, -0.401, 0.144, -0.372, -0.478, -0.122, -0.636, 0.315, 0.213, 0.377, 0.259, 0.193, 0.302, 0.296, 0.254]}

***

No. 2
{"formula": "C7H14OS3", "method": "ωB97M-V/def2-TZVPD", "lumo_energy_ev": [0.5, 0.2], "de_lowest_ev": 1.974, "orbital_gap_ev": [7.6, 6.8], "homo_ev": [-7.059, -6.539], "elements": ["C", "C", "C", "C", "C", "C", "C", "O", "S", "S", "S", "H", "H", "H", "H", "H", "H", "H", "H", "H", "H", "H", "H", "H", "H"], "positions_angstrom": [[2.2414, 0.6843, 0.9185], [2.1243, 1.3523, -0.4496], [0.9611, -0.1053, 1.2157], [1.8277, 0.3002, -1.5101], [0.5249, -0.8929, 0.0483], [-3.2464, -1.1340, 0.5194], [-2.4123, 0.0083, 0.0662], [0.6439, -0.4463, -1.2240], [0.0801, -2.5707, 0.2379], [-2.4106, 0.4466, -1.6277], [-2.1176, 1.2723, 1.2568], [3.0945, 0.0025, 0.9181], [2.4050, 1.4323, 1.6941], [1.3217, 2.0914, -0.4365], [3.0559, 1.8540, -0.7062], [1.0930, -0.7692, 2.0702], [0.1523, 0.6083, 1.4872], [1.6499, 0.7507, -2.4890], [2.6656, -0.4055, -1.5869], [-2.9203, -1.4574, 1.5080], [-3.1403, -1.9631, -0.1801], [-4.3088, -0.8785, 0.5779], [-0.6222, -2.6513, -0.8940], [-1.0763, 0.3249, -1.8157], [-1.5864, 2.1459, 0.4016]], "mulliken_charge": [-0.845, -0.502, -0.113, -0.469, 0.382, -1.283, 0.529, -0.417, -0.277, -0.211, -0.308, 0.307, 0.347, 0.241, 0.339, 0.457, -0.206, 0.320, 0.326, 0.363, 0.299, 0.351, 0.108, 0.113, 0.149]}

***

No. 3
{"formula": "C24H28BaF6N4O3PS", "method": "ωB97M-V/def2-TZVPD", "lumo_energy_ev": [-0.5, -1.2], "de_lowest_ev": 0.450, "orbital_gap_ev": [6.9, 6.2], "homo_ev": [-7.352, -7.349], "multiplicity": 2, "elements": ["Ba", "C", "C", "C", "O", "C", "O", "O", "H", "H", "H", "H", "H", "H", "H", "C", "C", "C", "C", "C", "C", "C", "C", "C", "C", "C", "C", "C", "C", "C", "N", "H", "H", "H", "H", "H", "H", "H", "H", "H", "H", "F", "P", "F", "F", "F", "F", "F", "N", "C", "C", "N", "C", "C", "H", "H", "H", "H", "H", "H", "H", "H", "H", "H", "H", "S", "C", "N"], "positions_angstrom": [[-0.6591, 0.2069, -0.6932], [-2.1978, 2.3641, 3.8333], [-2.2663, 2.1978, 2.3225], [-3.1627, 3.2523, 1.6761], [-0.9442, 2.2754, 1.7651], [-2.7994, 0.8009, 1.9251], [-3.5731, 0.1741, 2.6396], [-2.3617, 0.4193, 0.7972], [-1.8648, 3.3758, 4.0776], [-1.4913, 1.6604, 4.2716], [-3.1723, 2.2002, 4.2895], [-2.7948, 4.2522, 1.9274], [-4.1785, 3.1691, 2.0560], [-3.1592, 3.1460, 0.5935], [-0.6744, 3.2036, 1.7543], [2.4314, 0.1662, 3.1432], [3.7079, 0.1220, 2.6043], [3.9246, 0.0881, 1.2349], [2.8495, 0.0806, 0.3255], [1.6504, 0.1501, 0.9822], [1.3092, 0.1971, 2.2994], [3.0133, 0.0252, -1.1620], [4.2849, -0.2556, -1.7142], [4.4038, -0.2770, -3.0715], [3.2829, -0.0301, -3.8895], [3.3600, -0.0327, -5.3035], [2.2452, 0.2088, -6.0450], [1.0072, 0.4529, -5.4150], [0.8935, 0.4570, -4.0559], [2.0465, 0.2225, -3.2608], [1.9492, 0.2507, -1.8988], [2.2944, 0.2053, 4.2169], [4.5629, 0.1247, 3.2649], [4.9412, 0.0735, 0.8637], [0.2979, 0.2597, 2.6596], [5.1339, -0.4610, -1.0845], [5.3600, -0.4887, -3.5336], [4.3140, -0.2230, -5.7749], [2.3027, 0.2176, -7.1238], [0.1332, 0.6555, -6.0166], [-0.0747, 0.6561, -3.6183], [-0.0712, -2.1333, -0.7903], [-0.2101, -3.3873, -1.9726], [1.3792, -3.4747, -1.9847], [-0.2152, -4.4512, -0.7008], [-1.8106, -3.2436, -1.7796], [-0.3947, -4.5468, -3.0166], [-0.2076, -2.2166, -3.0631], [-1.5704, -4.7874, 1.5434], [-0.4548, -4.4784, 2.4946], [-0.0868, -3.0042, 2.3399], [-1.2068, -2.1053, 2.4688], [-2.3316, -2.4683, 1.6395], [-2.7666, -3.9152, 1.8027], [-1.8261, -5.7758, 1.6025], [-1.2277, -4.6162, 0.5808], [0.3683, -5.1498, 2.2512], [-0.8363, -4.7101, 3.4924], [0.3686, -2.8532, 1.3579], [0.6759, -2.7526, 3.0801], [-1.4908, -1.9623, 3.4301], [-2.0553, -2.3148, 0.5987], [-3.1648, -1.7919, 1.8476], [-3.5356, -4.2082, 1.0901], [-3.1006, -4.1444, 2.8186], [-2.1055, 2.5972, -2.1087], [-0.7690, 3.1534, -2.9853], [0.1493, 3.5299, -3.5784]], "mulliken_charge": [1.791, -1.700, 1.696, -1.566, -0.198, -0.003, -0.760, -0.862, 0.437, 0.285, 0.332, 0.487, 0.381, 0.208, 0.198, -0.578, -1.073, -0.374, 0.929, 1.768, -1.552, -0.225, -0.987, -0.895, 1.092, -0.760, -0.733, -0.934, -0.344, 0.497, 0.129, 0.465, 0.386, 0.342, 0.538, 0.273, 0.427, 0.408, 0.386, 0.442, 0.204, -0.546, 1.369, -0.380, -0.563, -0.380, -0.322, -0.249, 0.138, -0.952, -0.403, 0.098, -0.254, -1.038, 0.394, 0.185, 0.406, 0.404, -0.007, 0.535, 0.322, 0.061, 0.439, 0.388, 0.417, -0.451, 0.468, -0.635]}

***

No. 4
{"formula": "C30H30AsN5O4ReS", "method": "ωB97M-V/def2-TZVPD", "lumo_energy_ev": [-8.1, -7.6], "charge": 2, "de_lowest_ev": 1.808, "orbital_gap_ev": [3.8, 4.2], "homo_ev": [-11.836, -11.836], "multiplicity": 2, "elements": ["Re", "N", "C", "C", "C", "C", "C", "C", "N", "C", "C", "C", "S", "C", "N", "H", "H", "H", "H", "H", "H", "H", "N", "C", "C", "C", "O", "O", "H", "H", "H", "H", "H", "H", "O", "C", "N", "C", "O", "C", "C", "C", "C", "C", "C", "H", "H", "H", "H", "C", "As", "C", "C", "C", "C", "C", "C", "C", "C", "H", "H", "H", "H", "H", "H", "H", "H", "H", "H", "H", "H", "H"], "positions_angstrom": [[0.7848, 0.5223, 0.6427], [-0.7405, 0.0886, 4.4641], [0.0394, 1.1799, 4.8566], [0.1418, 1.8529, 6.0661], [1.0264, 2.9122, 6.0984], [1.7737, 3.2865, 4.9701], [1.6644, 2.6142, 3.7692], [0.7798, 1.5414, 3.7321], [0.4402, 0.6686, 2.6917], [-0.4686, -0.1782, 3.1878], [-0.9925, -1.1989, 2.3064], [-1.9415, -2.1558, 2.4609], [-2.0881, -3.0654, 1.0277], [-0.8916, -2.1144, 0.2815], [-0.4059, -1.1685, 1.0483], [-1.3731, -0.4281, 5.0554], [-0.4335, 1.5669, 6.9356], [1.1464, 3.4708, 7.0161], [2.4502, 4.1263, 5.0474], [2.2292, 2.9117, 2.8960], [-2.5427, -2.3777, 3.3277], [-0.5401, -2.2916, -0.7215], [2.7160, -0.4849, 1.0544], [3.5421, -0.8158, -0.1532], [3.5632, 0.3373, -1.1482], [2.2794, 0.4032, -1.9421], [2.1886, 0.6041, -3.1144], [1.1740, 0.1311, -1.1957], [3.2589, 0.1612, 1.6279], [2.6321, -1.3320, 1.6134], [3.1008, -1.7014, -0.6093], [4.5503, -1.0724, 0.1685], [4.3900, 0.2287, -1.8472], [3.6983, 1.2927, -0.6306], [-2.9328, 1.5921, -0.2233], [-1.9674, 2.3013, -0.1351], [-0.6730, 1.8689, 0.2563], [0.1871, 2.9231, 0.1883], [1.3846, 2.6204, 0.4311], [-0.5004, 4.1532, -0.1803], [-0.0774, 5.4581, -0.3381], [-1.0406, 6.3919, -0.7111], [-2.3657, 6.0180, -0.9127], [-2.7852, 4.6961, -0.7537], [-1.8320, 3.7747, -0.3859], [0.9542, 5.7439, -0.1853], [-0.7563, 7.4262, -0.8469], [-3.0872, 6.7719, -1.1976], [-3.8157, 4.4082, -0.9118], [-3.7612, -0.5294, -2.9475], [-1.8673, -0.4111, -2.5274], [-1.3755, 1.2112, -3.4812], [-1.0961, -1.8802, -3.6470], [-1.1043, -1.5242, -5.0907], [-2.2130, -1.8150, -5.8883], [-2.2277, -1.4567, -7.2259], [-1.1376, -0.7987, -7.7819], [-0.0292, -0.5056, -6.9953], [-0.0132, -0.8618, -5.6582], [-3.9167, -0.3898, -4.0169], [-4.2869, 0.2485, -2.3971], [-4.1482, -1.5018, -2.6459], [-1.6878, 1.1326, -4.5209], [-0.2976, 1.3621, -3.4346], [-1.8929, 2.0480, -3.0124], [-1.7221, -2.7484, -3.4336], [-0.0855, -2.0652, -3.2822], [-3.0593, -2.3427, -5.4632], [-3.0855, -1.6990, -7.8388], [-1.1481, -0.5225, -8.8276], [0.8245, -0.0014, -7.4281], [0.8478, -0.6230, -5.0460]], "mulliken_charge": [1.299, 0.016, 0.547, -1.137, -0.490, -0.856, -0.609, 0.644, 0.238, 0.562, -0.169, -0.424, -0.070, -0.386, -0.055, 0.250, 0.455, 0.429, 0.444, 0.488, 0.440, 0.638, -0.614, -0.667, -0.749, 0.468, -0.499, -0.454, 0.418, 0.315, 0.353, 0.454, 0.438, 0.220, -0.534, -0.371, 0.637, 0.542, -0.718, 0.258, -0.485, -0.624, -0.519, -0.553, 0.279, 0.555, 0.452, 0.436, 0.557, -1.216, 0.342, -1.055, -1.046, 0.197, -0.318, -0.694, -0.469, -0.717, -0.118, 0.393, 0.365, 0.384, 0.499, 0.173, 0.378, 0.593, 0.503, 0.435, 0.394, 0.402, 0.428, 0.298]}